1.
DFT (ωB97M-V/def2-TZVPD) results for a molecular structure, C20H30Br3InN5O12.

Each line ends with the Löwdin charge.
Element x y z (Å)
In 1.64 17.43 3.84  1.033
C 3.63 21.92 4.63  -0.078
C 3.34 20.53 5.16  -0.362
O 1.99 20.25 5.38  -0.087
H 3.35 22.68 5.35  0.079
H 3.18 22.00 3.63  0.080
H 4.70 22.05 4.53  0.069
H 3.86 20.34 6.10  0.129
H 3.65 19.74 4.48  0.082
C 5.61 19.15 1.87  -0.111
C 5.13 17.76 1.55  -0.496
O 3.81 17.41 1.91  -0.437
H 6.63 19.16 1.48  0.044
H 5.55 19.47 2.91  0.064
H 5.00 19.82 1.27  0.062
H 5.82 17.07 2.03  0.071
H 5.30 17.62 0.49  0.076
C 5.49 14.17 2.40  0.023
N 4.56 14.29 3.52  -0.388
O 5.03 14.21 4.64  0.062
O 3.37 14.72 3.34  -0.041
H 5.77 13.12 2.37  0.108
H 6.35 14.69 2.84  0.096
H 5.28 14.65 1.44  0.084
C 2.10 19.38 -0.73  0.047
N 0.88 18.81 -0.10  -0.397
O 0.77 18.63 1.12  -0.055
O -0.09 18.59 -0.80  0.075
H 2.10 20.46 -0.63  0.103
H 2.14 19.14 -1.79  0.094
H 3.02 18.97 -0.32  0.073
C 5.59 21.01 -2.09  0.036
N 5.85 19.56 -1.93  -0.414
O 4.92 18.80 -2.24  0.033
O 6.94 19.17 -1.60  0.015
H 5.05 21.21 -3.02  0.104
H 6.57 21.49 -2.15  0.070
H 5.10 21.42 -1.21  0.099
C 8.26 13.70 0.14  -0.073
C 8.32 12.96 -1.05  -0.064
C 7.96 13.46 -2.31  0.024
C 7.55 14.82 -2.28  -0.151
C 7.64 15.62 -1.11  0.012
C 7.87 15.03 0.13  -0.084
N 7.05 15.42 -3.48  -0.331
O 6.79 14.68 -4.44  0.061
O 6.86 16.65 -3.44  0.053
H 8.59 13.33 1.10  0.106
H 8.79 11.98 -1.06  0.102
H 7.89 12.82 -3.17  0.118
H 7.42 16.67 -1.17  0.098
H 7.95 15.67 0.99  0.108
C 3.33 15.31 -2.84  -0.086
C 2.05 15.30 -3.20  -0.067
C 1.09 15.30 -2.15  0.021
C 1.40 15.31 -0.77  -0.126
C 2.79 15.26 -0.44  0.016
C 3.72 15.28 -1.48  -0.044
N 0.45 15.44 0.32  -0.335
O 0.92 15.69 1.40  -0.022
O -0.76 15.25 0.08  0.078
H 4.16 15.27 -3.53  0.098
H 1.78 15.20 -4.24  0.111
H 0.02 15.33 -2.30  0.109
H 3.18 15.17 0.56  0.082
H 4.76 15.19 -1.21  0.087
C 8.51 21.46 2.01  -1.512
Br 9.58 20.19 3.06  0.523
Br 8.79 21.14 0.08  0.586
Br 8.92 23.31 2.64  0.522
H 7.47 21.15 2.13  -0.064

## Properties
**Total charge**: 0
**HOMO (alpha / beta)**: -7.28 / -7.27 eV
**Multiplicity**: 2
**Orbital gap (alpha / beta)**: 6.4221 / 5.4088 eV
**E**: -268528.6244 eV

2.
DFT (ωB97M-V/def2-TZVPD) results for a gas-phase ion, C20H30BrN2O3 (charge +1).

Each line ends with the Löwdin charge.
Element x y z (Å)
C -1.47 -0.27 -6.00  -0.061
O -2.48 -0.30 -5.02  -0.077
C -2.24 -0.92 -3.83  -0.192
C -1.03 -1.49 -3.45  0.038
C -0.91 -2.11 -2.20  -0.207
C 0.40 -2.71 -1.78  -0.063
N 0.78 -2.24 -0.42  -0.136
C 2.06 -1.50 -0.38  -0.103
C 2.46 -1.18 1.07  -0.089
C 1.25 -1.18 2.02  -0.194
C 0.25 -0.10 1.63  -0.353
O -0.47 -0.30 0.63  0.036
N 0.12 1.00 2.34  -0.016
C 0.93 1.46 3.46  -0.121
C 1.68 2.73 3.07  -0.138
C 0.70 3.83 2.64  -0.389
C 1.45 5.09 2.20  -0.064
C -0.18 3.29 1.52  -0.136
C -0.87 2.00 1.95  -0.109
C 0.57 -2.57 1.99  -0.086
C 0.77 -3.26 0.63  -0.107
C -2.00 -2.15 -1.35  -0.096
C -3.19 -1.55 -1.72  -0.580
Br -4.66 -1.56 -0.52  0.816
C -3.34 -0.94 -2.95  -0.289
O -4.51 -0.37 -3.29  0.070
H -0.60 0.30 -5.65  0.100
H -1.16 -1.28 -6.29  0.102
H -1.91 0.23 -6.86  0.101
H -0.19 -1.47 -4.11  0.113
H 0.33 -3.80 -1.77  0.143
H 1.18 -2.44 -2.49  0.131
H 0.05 -1.47 -0.09  0.102
H 1.92 -0.58 -0.95  0.146
H 2.84 -2.10 -0.86  0.140
H 3.17 -1.93 1.43  0.129
H 2.96 -0.22 1.10  0.127
H 1.62 -1.01 3.03  0.128
H 1.63 0.70 3.78  0.115
H 0.25 1.68 4.29  0.140
H 2.27 3.07 3.92  0.126
H 2.36 2.52 2.25  0.122
H 0.07 4.08 3.50  0.146
H 0.75 5.86 1.91  0.082
H 2.07 5.47 3.01  0.082
H 2.09 4.87 1.35  0.083
H -0.94 4.02 1.25  0.126
H 0.43 3.10 0.63  0.128
H -1.47 1.59 1.14  0.126
H -1.52 2.19 2.81  0.140
H 0.98 -3.20 2.77  0.130
H -0.49 -2.45 2.19  0.131
H -0.05 -3.96 0.46  0.135
H 1.70 -3.82 0.60  0.144
H -1.95 -2.64 -0.39  0.105
H -4.45 -0.01 -4.19  0.123

## Properties
**SMILES string**: COc1cc(C[N@H+]2CC[C@H](C(=O)N3CCC(C)CC3)CC2)cc(Br)c1O
**Total charge**: +1
**HOMO**: -10.91 eV
**Orbital gap**: 8.8365 eV
**E**: -100387.2227 eV

3.
DFT (ωB97M-V/def2-TZVPD) results for a molecular structure, C20H30CuI2N2O3.

Each line ends with the Löwdin charge.
Element x y z (Å)
C -4.69 3.13 -0.07  0.084
C -3.28 2.93 -0.19  -0.120
C -1.63 2.61 -0.21  -0.629
I -1.01 3.54 -2.15  0.835
O -1.53 1.18 -0.17  -0.181
C -0.29 0.57 0.23  -0.311
C 0.85 1.46 0.96  -0.056
C 1.74 2.46 0.01  -0.238
C 3.38 2.31 0.29  -0.225
C 4.13 2.40 -1.20  -0.107
N 0.20 -0.24 -0.99  0.012
C -0.89 -0.45 -2.01  -0.210
C -0.25 -1.53 -3.12  -0.207
C 0.88 -0.79 -4.08  -0.139
C -0.73 -0.62 1.34  -0.326
O -2.11 -0.97 0.98  -0.154
C -3.11 -0.56 1.96  -0.204
C -4.60 -0.85 1.25  -0.080
O -0.50 -0.12 2.67  -0.216
C -0.35 -1.10 3.73  -0.583
I 1.64 -1.01 4.76  0.721
C 0.19 -1.95 0.90  -0.009
C 1.83 -2.01 1.23  -0.022
C 2.53 -3.39 0.70  -0.048
C 1.76 -4.61 -0.06  -0.095
N 0.31 -4.51 -0.33  -0.013
C -0.37 -3.26 0.11  -0.063
H -5.77 3.40 0.37  0.079
H -1.24 3.23 0.70  0.115
H 0.34 2.17 1.77  0.150
H 1.65 0.84 1.59  0.120
H 1.61 2.31 -1.14  0.065
H 1.47 3.59 0.23  0.056
H 3.65 1.21 0.69  0.138
H 3.77 3.12 1.04  0.115
H 5.28 2.25 -1.11  0.105
H 3.81 3.37 -1.79  0.073
H 3.72 1.48 -1.85  0.111
H 0.97 0.26 -1.49  0.089
H -1.14 0.52 -2.66  0.086
H -1.86 -0.96 -1.61  0.130
H -1.12 -1.99 -3.80  0.122
H 0.27 -2.40 -2.52  0.095
H 1.86 -1.44 -4.04  0.076
H 0.52 -0.76 -5.21  0.084
H 1.18 0.29 -3.68  0.058
H -3.07 0.60 2.15  0.134
H -3.04 -1.19 2.96  0.133
H -4.43 -0.60 0.10  0.090
H -5.44 -0.16 1.68  0.082
H -4.87 -2.01 1.27  0.090
H -0.68 -2.19 3.50  0.110
H -1.09 -0.74 4.60  0.092
H 2.42 -1.18 1.80  0.026
H 3.69 -3.53 0.92  0.088
H 2.38 -5.56 -0.38  0.112
H -1.53 -3.22 -0.17  0.125
Cu 2.55 4.67 -0.42  0.635

## Properties
**Total charge**: +1
**HOMO**: -10.45 eV
**Orbital gap**: 4.6809 eV
**E**: -91163.5288 eV

4.
DFT (ωB97M-V/def2-TZVPD) results for a molecular structure, C20H30F3IrN4O5S3.

Each line ends with the Löwdin charge.
Element x y z (Å)
Ir 0.15 1.11 -0.74  1.218
F 1.65 2.51 -5.64  0.164
C 2.32 1.37 -5.43  -0.618
F 3.39 1.35 -6.22  0.183
F 1.52 0.35 -5.75  0.161
C 2.74 1.27 -3.97  -0.076
C 4.07 1.20 -3.60  0.066
C 4.42 1.11 -2.26  0.021
C 3.42 1.10 -1.30  -0.070
N 2.13 1.16 -1.65  -0.128
C 1.78 1.25 -2.96  -0.622
S 0.06 1.36 -3.13  0.855
H 4.84 1.20 -4.36  0.146
H 5.45 1.05 -1.95  0.133
H 3.64 1.02 -0.24  0.132
C 2.02 5.52 2.03  -0.096
C 0.57 5.76 2.42  -0.280
C -0.43 5.19 1.41  -0.309
S -0.42 3.39 1.43  1.016
O -0.34 3.02 -0.10  -0.718
C -2.12 3.04 1.89  -0.338
C -2.34 3.11 3.40  -0.271
C -1.55 2.10 4.22  -0.097
H 2.70 5.72 2.86  0.086
H 2.31 6.17 1.20  0.087
H 2.20 4.48 1.71  0.059
H 0.37 6.83 2.50  0.125
H 0.36 5.34 3.41  0.109
H -0.16 5.44 0.38  0.112
H -1.45 5.50 1.60  0.101
H -2.29 2.03 1.50  0.089
H -2.74 3.74 1.34  0.107
H -3.41 2.94 3.55  0.125
H -2.16 4.13 3.75  0.113
H -1.82 1.08 3.95  0.077
H -1.75 2.23 5.28  0.088
H -0.47 2.21 4.09  0.064
C 1.22 -6.35 -2.00  -0.096
C 0.00 -6.36 -1.09  -0.291
S -0.55 -4.71 -0.82  0.662
O 0.45 -3.98 -0.08  -0.298
O -1.04 -4.16 -2.07  -0.304
C -1.95 -4.89 0.25  -0.202
C -2.70 -3.57 0.41  -0.090
N -1.80 -2.40 0.59  0.064
C -1.62 -1.44 -0.33  -0.293
N -0.67 -0.60 0.10  -0.105
C -0.24 -1.04 1.35  -0.027
C -0.94 -2.14 1.63  -0.143
N -0.83 -2.94 2.83  -0.306
O -0.03 -2.54 3.65  0.141
O -1.60 -3.86 2.96  0.111
C -2.36 -1.32 -1.61  0.022
H 1.61 -7.36 -2.08  0.089
H 2.01 -5.72 -1.60  0.080
H 0.96 -6.00 -3.00  0.083
H 0.22 -6.77 -0.10  0.116
H -0.85 -6.89 -1.53  0.114
H -1.58 -5.27 1.20  0.102
H -2.63 -5.62 -0.20  0.128
H -3.35 -3.63 1.27  0.138
H -3.30 -3.36 -0.47  0.127
H 0.53 -0.57 1.93  0.135
H -3.43 -1.21 -1.45  0.110
H -2.19 -2.21 -2.22  0.083
H -2.00 -0.45 -2.15  0.037

## Properties
**Total charge**: +2
**HOMO (alpha / beta)**: -14.97 / -15.29 eV
**Multiplicity**: 5
**Orbital gap (alpha / beta)**: 9.1913 / 6.2588 eV
**E**: -80902.3609 eV

5.
DFT (ωB97M-V/def2-TZVPD) results for C20H30F7N2O5PS in the gas phase.

Each line ends with the Löwdin charge.
Element x y z (Å)
C 2.67 -3.31 0.73  -0.097
C 1.58 -3.58 -0.32  -0.246
C 1.74 -2.76 -1.61  -0.214
C 0.42 -2.45 -2.31  -0.214
C 0.42 -1.22 -3.22  -0.181
C 0.85 0.09 -2.56  -0.218
N -0.07 0.59 -1.55  0.022
C 0.15 0.20 -0.17  -0.304
C -1.11 -0.38 0.45  -0.157
O -2.20 0.47 0.15  -0.174
C -3.44 0.12 0.72  -0.367
P -4.24 -1.26 -0.24  0.504
N -5.76 -1.36 -0.13  -0.123
O -3.46 -2.48 0.48  -0.133
O -3.56 -1.10 -1.68  -0.114
S -4.41 1.68 0.70  0.773
O -5.81 1.43 0.61  -0.264
O -3.73 2.55 -0.21  -0.244
C -4.26 2.52 2.40  -0.446
F -5.34 2.22 3.14  0.125
F -4.31 3.82 2.06  0.121
C -2.99 2.34 3.29  -0.344
F -1.90 2.34 2.50  0.151
F -2.94 3.41 4.11  0.157
C -2.98 1.05 4.21  -0.503
F -3.07 1.39 5.50  0.186
F -4.01 0.23 3.93  0.156
F -1.84 0.37 4.03  0.161
C 0.76 1.34 0.64  -0.096
C 2.17 1.61 0.21  -0.240
C 2.45 2.52 -0.80  -0.038
C 3.75 2.71 -1.24  -0.041
C 4.80 1.99 -0.69  -0.286
C 6.21 2.18 -1.20  -0.054
C 4.52 1.10 0.33  -0.045
C 3.22 0.91 0.77  -0.045
H 2.24 -3.22 1.72  0.067
H 3.39 -4.13 0.79  0.067
H 3.21 -2.39 0.52  0.054
H 1.59 -4.64 -0.57  0.104
H 0.61 -3.36 0.12  0.086
H 2.37 -3.31 -2.30  0.119
H 2.26 -1.84 -1.35  0.082
H -0.38 -2.34 -1.58  0.070
H 0.15 -3.31 -2.92  0.114
H 1.08 -1.40 -4.08  0.114
H -0.58 -1.08 -3.62  0.106
H 1.84 -0.01 -2.12  0.101
H 0.96 0.83 -3.35  0.114
H -1.03 0.44 -1.83  0.107
H 0.87 -0.63 -0.13  0.134
H -0.99 -0.52 1.52  0.135
H -1.27 -1.37 0.02  0.082
H -3.29 -0.25 1.73  0.103
H -6.24 -1.31 -1.01  0.011
H -2.67 -2.79 0.03  0.062
H -2.93 -1.78 -1.93  0.073
H 0.77 1.04 1.69  0.119
H 0.15 2.24 0.53  0.125
H 1.63 3.07 -1.24  0.118
H 3.95 3.42 -2.03  0.112
H 6.93 1.83 -0.47  0.073
H 6.41 3.22 -1.44  0.076
H 6.36 1.60 -2.11  0.082
H 5.33 0.54 0.78  0.108
H 3.01 0.21 1.57  0.110

## Properties
**SMILES string**: CCCCCCN[C@H](CO[C@H](P(=N)(O)O)S(=O)(=O)C(F)(F)C(F)(F)C(F)(F)F)Cc1ccc(C)cc1
**Total charge**: 0
**HOMO**: -8.76 eV
**Orbital gap**: 8.7022 eV
**E**: -73590.3603 eV

6.
DFT (ωB97M-V/def2-TZVPD) results for 4 unconnected molecules or ions with the total composition C20H30FN3O6PS.

Each line ends with the Löwdin charge.
Element x y z (Å)
O 1.61 -2.79 3.01  -0.366
P 0.84 -2.70 1.76  0.799
N 0.20 -1.04 1.67  -0.132
C 1.03 -0.07 2.10  -0.020
C 0.60 1.23 2.07  0.062
C -0.68 1.55 1.61  -0.152
N -1.21 2.83 1.54  0.130
C -0.60 3.77 2.07  -0.697
S 0.32 4.90 2.56  0.930
C -1.51 0.49 1.18  -0.040
C -2.91 0.74 0.68  -0.407
O -3.12 0.76 -0.51  0.170
N -3.94 1.00 1.61  0.205
C -4.07 0.00 2.62  -0.508
O -4.41 0.28 3.71  0.211
F -3.84 -1.29 2.32  0.128
C -1.04 -0.79 1.20  -0.002
H -0.31 -3.52 1.72  0.043
H 1.69 -2.96 0.67  0.040
H 2.01 -0.31 2.47  0.147
H 1.29 2.00 2.40  0.118
H -4.80 1.03 1.06  0.153
H -1.63 -1.63 0.87  0.144
C 5.54 -3.57 -2.02  -0.163
C 5.27 -2.13 -2.47  -0.169
C 3.92 -1.85 -1.83  -0.205
O 3.87 -2.63 -0.63  -0.185
C 4.95 -3.57 -0.61  -0.196
H 6.59 -3.85 -2.04  0.117
H 4.99 -4.26 -2.66  0.117
H 6.03 -1.47 -2.05  0.116
H 5.26 -2.00 -3.55  0.116
H 3.10 -2.18 -2.48  0.119
H 3.78 -0.80 -1.59  0.103
H 5.69 -3.24 0.12  0.120
H 4.58 -4.55 -0.31  0.117
C -7.27 -0.89 -0.20  -0.167
C -7.30 -1.23 1.29  -0.167
C -8.04 -0.04 1.87  -0.203
O -8.95 0.40 0.85  -0.129
C -8.63 -0.23 -0.39  -0.195
H -7.13 -1.76 -0.85  0.115
H -6.48 -0.17 -0.41  0.099
H -7.87 -2.15 1.45  0.121
H -6.31 -1.37 1.72  0.085
H -7.36 0.79 2.10  0.110
H -8.60 -0.28 2.77  0.123
H -9.41 -0.98 -0.60  0.122
H -8.64 0.51 -1.19  0.120
C 5.69 3.63 -1.72  -0.167
C 4.96 3.46 -3.04  -0.165
C 4.17 2.18 -2.80  -0.206
O 3.87 2.15 -1.40  -0.165
C 4.65 3.14 -0.72  -0.211
H 6.02 4.65 -1.52  0.115
H 6.57 2.98 -1.69  0.117
H 4.28 4.30 -3.20  0.116
H 5.62 3.39 -3.90  0.117
H 4.76 1.30 -3.05  0.110
H 3.24 2.15 -3.37  0.118
H 3.98 3.96 -0.42  0.113
H 5.09 2.71 0.18  0.114

## Properties
**Total charge**: +1
**HOMO**: -11.36 eV
**Orbital gap**: 6.4649 eV
**E**: -60815.1917 eV

7.
DFT (ωB97M-V/def2-TZVPD) results for a molecular structure, C20H30N10.

Each line ends with the Löwdin charge.
Element x y z (Å)
C 1.83 3.11 0.48  -0.137
C 1.49 3.36 1.92  -0.237
N 1.30 3.57 3.08  0.138
H 1.83 4.11 0.05  0.094
H 1.05 2.46 0.08  0.002
H 2.75 2.57 0.28  0.075
C -0.06 2.76 -1.83  -0.116
C -0.01 2.70 -3.32  -0.211
N 0.08 2.60 -4.48  0.119
H -1.05 3.05 -1.49  0.083
H 0.75 3.46 -1.63  0.099
H 0.22 1.83 -1.32  0.048
C -2.60 -0.73 2.08  -0.136
C -3.84 -0.32 2.82  -0.216
N -4.81 0.05 3.33  0.116
H -2.87 -1.31 1.20  -0.019
H -1.81 -1.17 2.70  0.080
H -2.18 0.07 1.48  0.055
C -1.25 4.38 0.65  0.014
C -1.08 2.99 0.23  -0.174
N -0.76 1.96 -0.13  -0.043
H -0.35 4.91 0.94  0.091
H -1.88 4.31 1.53  0.105
H -1.82 4.83 -0.16  0.105
C -1.51 -3.42 1.88  -0.023
C -0.64 -2.47 1.20  -0.209
N 0.03 -1.71 0.63  -0.069
H -2.53 -3.18 1.58  0.086
H -1.35 -3.51 2.95  0.095
H -1.17 -4.34 1.40  0.101
C -1.69 -1.93 -2.06  -0.036
C -2.57 -1.33 -1.08  -0.167
N -3.22 -0.78 -0.27  0.163
H -2.03 -1.53 -3.01  0.122
H -1.68 -3.02 -2.13  0.119
H -0.73 -1.43 -1.87  0.011
C -0.29 -0.06 -0.30  -0.226
C 0.95 0.45 0.29  -0.224
N 1.93 0.85 0.74  0.078
H -0.95 -0.33 0.52  0.066
H -0.09 -0.96 -0.89  0.004
H -0.80 0.70 -0.89  0.060
C 3.37 0.22 -1.08  -0.043
C 2.42 -0.44 -1.94  -0.174
N 1.60 -0.97 -2.58  0.180
H 3.03 1.21 -0.75  0.052
H 4.34 0.21 -1.59  0.103
H 3.53 -0.33 -0.15  0.090
C 0.92 -2.77 -1.47  -0.180
C 1.00 -3.32 -2.82  -0.285
N 1.07 -3.76 -3.89  0.146
H 0.13 -2.02 -1.45  -0.041
H 1.90 -2.35 -1.22  0.081
H 0.65 -3.62 -0.84  0.105
C 1.63 -1.14 1.91  -0.132
C 1.44 -2.45 2.57  -0.199
N 1.27 -3.50 3.10  0.150
H 2.48 -0.57 2.29  0.108
H 0.72 -0.55 1.84  0.082
H 1.91 -1.40 0.89  0.072

## Properties
**Total charge**: 0
**HOMO**: -9.62 eV
**Orbital gap**: 9.5093 eV
**E**: -36105.1829 eV

8.
DFT (ωB97M-V/def2-TZVPD) results for C20H30N2O3 in the gas phase.

Each line ends with the Löwdin charge.
Element x y z (Å)
C -3.77 -2.28 -1.32  -0.281
O -4.55 -1.38 -1.03  -0.030
C -4.13 -0.66 0.23  -0.260
O -3.21 -1.08 0.97  0.065
C -4.90 0.68 0.38  -0.069
C -4.47 1.87 -0.45  -0.104
C -2.93 2.19 -0.08  -0.147
C -2.06 1.49 -0.74  -0.369
O -2.47 0.63 -1.75  -0.077
N -0.69 1.17 -0.49  -0.038
C -0.14 2.26 0.71  0.027
C -0.10 1.33 2.10  -0.024
C 0.06 -0.29 1.69  -0.109
C 0.86 -0.31 0.51  -0.292
N 1.12 -1.75 -0.02  -0.139
C -0.09 -2.54 0.32  -0.080
C 2.45 -2.25 0.67  -0.205
C 3.60 -2.30 -0.25  -0.018
C 4.00 -0.52 -0.49  -0.201
C 3.54 -0.06 -1.52  -0.115
C 3.96 1.28 -1.73  -0.073
C 4.58 2.13 -0.85  -0.092
C 4.90 1.34 0.24  -0.161
C 4.66 0.07 0.56  -0.066
C 0.17 0.19 -0.79  -0.171
H -4.33 -2.83 -2.08  0.111
H -3.32 -2.84 -0.62  0.049
H -2.91 -1.92 -1.97  0.116
H -4.68 0.81 1.66  0.202
H -5.81 0.39 0.42  0.032
H -4.49 1.62 -1.46  0.095
H -4.89 2.76 -0.25  0.066
H -2.93 2.29 1.05  0.155
H -2.75 3.29 -0.50  0.189
H 0.82 2.48 0.21  0.100
H -0.73 3.16 0.72  0.075
H -0.78 1.45 2.68  -0.027
H 1.02 1.52 2.53  0.148
H 0.39 -0.74 2.57  0.108
H -0.89 -0.39 1.39  0.042
H 1.76 0.08 0.60  0.073
H -0.20 -2.84 1.24  0.024
H 0.16 -3.47 -0.27  0.100
H -0.86 -1.97 -0.47  0.151
H 2.66 -1.88 1.81  0.152
H 2.09 -3.27 1.11  0.118
H 4.41 -2.61 0.22  0.054
H 3.23 -2.46 -1.11  0.026
H 3.11 -0.55 -2.15  0.037
H 3.68 1.82 -2.90  0.175
H 4.85 3.26 -0.90  0.146
H 5.41 1.84 1.15  0.129
H 4.88 -0.60 1.43  0.141
H 0.88 0.85 -1.53  0.183
H -0.18 -0.45 -1.42  0.055

## Properties
**SMILES string**: COC(=O)CCCC(=O)N1CCC[C@@H](N(C)CCc2ccccc2)C1
**Total charge**: 0
**HOMO**: -8.13 eV
**Orbital gap**: 8.8104 eV
**E**: -30332.5618 eV